# 1
# C5H8O2S

A structure of composition C5H8O2S (ωB97M-V/def2-TZVPD, the Open Molecules 2025 dataset).

Last column: Mulliken charge in e.
Atoms and positions in Å:
1 C -0.257 -0.672 -1.160  -0.50
2 C -1.566 -0.349 -1.331  -0.47
3 C 0.030 -0.303 0.246  0.33
4 C 1.575 1.486 -0.354  -0.66
5 C 0.585 -1.192 1.263  -0.91
6 O -1.698 1.769 0.352  -0.61
7 O -2.632 -0.383 1.125  -0.60
8 S -1.693 0.334 0.324  0.86
9 H 0.641 -0.936 -1.704  0.44
10 H -2.227 -0.114 -2.140  0.42
11 H 2.103 1.432 0.602  0.28
12 H 0.911 2.300 -0.629  0.29
13 H 1.969 0.785 -1.124  0.29
14 H 1.595 -0.703 1.434  0.25
15 H 0.688 -2.277 0.979  0.27
16 H -0.023 -1.177 2.118  0.32

Output
HOMO energy (alpha / beta)	-0.3251 / -0.3207	Eh
orbital gap (alpha / beta)	8.25 / 8.42	eV
ΔE to the lowest compared entry with this formula, charge and spin	5.5792	eV

# 2
# C9H11F5N4

An isolated molecule of C9H11F5N4 (ωB97M-V/def2-TZVPD, the Open Molecules 2025 dataset).

Last column: Mulliken charge in e.
Atoms and positions in Å:
1 C 2.960 -2.602 0.103  -0.95
2 C 1.718 -3.220 0.942  -0.16
3 C 0.441 -2.331 0.517  0.38
4 N -0.316 -1.874 1.574  -0.36
5 N -1.329 -1.113 1.230  -0.25
6 C -1.454 -0.907 -0.126  0.60
7 C -2.664 0.071 -0.544  -0.68
8 C -2.549 1.536 0.083  -0.63
9 C -1.078 2.018 0.445  -0.87
10 C -0.187 2.406 -0.817  0.74
11 F -0.127 1.411 -1.804  -0.29
12 F -0.693 3.569 -1.466  -0.31
13 C 1.344 2.750 -0.425  0.59
14 F 1.527 4.138 -0.613  -0.26
15 F 1.635 2.517 0.919  -0.26
16 F 2.272 2.033 -1.182  -0.23
17 N -0.721 -1.399 -1.186  -0.26
18 N 0.291 -2.159 -0.842  -0.31
19 H 3.953 -3.044 0.460  0.31
20 H 2.980 -1.462 0.223  0.22
21 H 2.831 -2.772 -1.023  0.29
22 H 1.969 -3.087 2.037  0.25
23 H 1.556 -4.303 0.641  0.25
24 H -2.838 0.087 -1.661  0.29
25 H -3.598 -0.407 -0.079  0.37
26 H -3.049 2.249 -0.663  0.28
27 H -3.151 1.568 1.057  0.34
28 H -0.523 1.328 1.170  0.41
29 H -1.200 3.000 1.030  0.49

Output
structure (SMILES)	CCc1nnc(CCCC(F)(F)C(F)(F)F)nn1
HOMO energy	-0.3623	Eh
orbital gap	8.96	eV

# 3
# C8H13N2O4P

An isolated molecule of C8H13N2O4P (ωB97M-V/def2-TZVPD, the Open Molecules 2025 dataset).

Last column: Mulliken charge in e.
Atoms and positions in Å:
1 C 1.346 -1.653 -2.583  -0.75
2 O 0.548 -1.705 -1.446  -0.38
3 P 0.599 -0.419 -0.340  0.87
4 C 0.539 1.193 -0.954  -0.56
5 C 0.968 2.446 -0.467  0.70
6 C 1.420 2.543 0.961  -1.09
7 O 1.025 3.430 -1.188  -0.66
8 O 1.755 -0.746 0.649  -0.33
9 C 1.918 -1.918 1.387  -0.66
10 O -0.609 -0.894 0.578  -0.43
11 C -1.831 -0.366 0.575  0.46
12 C -2.502 0.805 0.210  -0.23
13 C -3.832 0.628 0.661  -0.56
14 N -4.041 -0.586 1.156  -0.90
15 N -2.888 -1.142 1.186  0.39
16 H 2.263 -0.975 -2.471  0.33
17 H 0.735 -1.165 -3.339  0.31
18 H 1.457 -2.653 -2.990  0.28
19 H 0.189 1.275 -2.022  0.30
20 H 2.500 2.543 0.934  0.24
21 H 0.974 3.498 1.309  0.33
22 H 1.012 1.799 1.625  0.37
23 H 1.023 -2.635 1.333  0.29
24 H 2.131 -1.662 2.454  0.27
25 H 2.837 -2.417 1.081  0.28
26 H -1.967 1.633 -0.135  0.53
27 H -4.676 1.223 0.239  0.34
28 H -2.892 -2.078 1.597  0.25

Output
structure (SMILES)	COP(=CC(C)=O)(OC)Oc1ccn[nH]1
HOMO energy	-0.3176	Eh
orbital gap	9.07	eV
ΔE to the lowest compared entry with this formula, charge and spin	2.3731	eV

# 4
# C18H17Br2KNOPSe4

A structure of composition C18H17Br2KNOPSe4 (ωB97M-V/def2-TZVPD, the Open Molecules 2025 dataset).

Last column: Mulliken charge in e.
Atoms and positions in Å:
1 K -0.115 1.294 -0.502  1.00
2 C 2.492 3.524 1.570  -1.08
3 C 3.098 2.149 1.556  0.51
4 C 4.396 1.906 2.065  -0.59
5 C 4.905 0.642 2.055  -0.87
6 C 4.138 -0.426 1.539  1.20
7 C 4.560 -1.785 1.498  -0.08
8 Br 6.275 -2.287 2.169  -0.32
9 C 3.744 -2.751 0.989  -0.47
10 C 2.478 -2.427 0.488  0.09
11 Br 1.393 -3.827 -0.209  -0.25
12 C 1.956 -1.118 0.463  -0.15
13 O 0.830 -0.800 0.013  -0.43
14 C 2.863 -0.099 1.035  -0.27
15 N 2.376 1.174 1.052  -0.18
16 H 3.075 4.208 2.190  0.37
17 H 1.469 3.490 1.949  0.27
18 H 2.409 3.940 0.562  0.01
19 H 4.970 2.732 2.468  0.34
20 H 5.893 0.443 2.451  0.30
21 H 4.072 -3.782 0.966  0.38
22 Se 1.165 4.530 -1.839  -0.65
23 Se -1.080 5.015 -2.334  -0.23
24 Se -2.292 4.817 -0.324  -0.27
25 Se -3.326 2.701 -0.375  -0.56
26 C -2.091 -2.574 -2.938  -1.30
27 P -1.690 -0.919 -2.228  0.48
28 C -2.691 0.157 -3.333  -1.14
29 C -2.768 -1.021 -0.733  0.67
30 C -4.052 -0.477 -0.673  -0.73
31 C -4.809 -0.577 0.488  -0.45
32 C -4.295 -1.231 1.600  -0.37
33 C -3.019 -1.775 1.551  -0.60
34 C -2.257 -1.664 0.395  -0.21
35 H -3.171 -2.730 -2.977  0.35
36 H -1.633 -3.351 -2.323  0.31
37 H -1.676 -2.648 -3.946  0.40
38 H -3.634 -0.301 -3.648  0.30
39 H -2.095 0.384 -4.219  0.39
40 H -2.902 1.106 -2.828  0.26
41 H -4.457 0.070 -1.514  0.41
42 H -5.784 -0.109 0.530  0.36
43 H -4.877 -1.288 2.514  0.35
44 H -2.599 -2.266 2.421  0.38
45 H -1.241 -2.046 0.368  0.06

Output
HOMO energy	-0.0243	Eh
orbital gap	4.40	eV
ΔE to the lowest compared entry with this formula, charge and spin	0.3639	eV
net charge	-2

# 5
# C32H35Br2KN3O5S4

A structure of composition C32H35Br2KN3O5S4 (ωB97M-V/def2-TZVPD, the Open Molecules 2025 dataset).

Last column: Mulliken charge in e.
Atoms and positions in Å:
1 K -0.342 0.431 -0.088  0.70
2 C 1.535 0.027 5.045  0.37
3 C 2.101 1.237 4.307  -0.98
4 S 1.030 1.935 3.022  0.11
5 C -0.222 2.662 4.113  -0.60
6 C -1.450 3.166 3.366  -0.96
7 S -2.591 1.937 2.696  0.19
8 C -3.083 0.987 4.169  -1.09
9 C -2.261 -0.273 4.497  -0.85
10 S -1.377 -0.836 3.016  0.30
11 C -0.773 -2.455 3.532  -0.51
12 C 0.331 -2.465 4.586  -0.95
13 S 1.812 -1.518 4.132  0.00
14 H 0.464 0.143 5.189  -0.75
15 H 2.002 -0.049 6.029  0.37
16 H 3.041 0.977 3.814  0.40
17 H 2.333 2.029 5.024  0.59
18 H 0.238 3.501 4.643  0.48
19 H -0.523 1.928 4.864  0.20
20 H -1.174 3.742 2.480  0.39
21 H -2.001 3.827 4.040  0.49
22 H -4.110 0.695 3.950  0.41
23 H -3.125 1.650 5.037  0.36
24 H -2.935 -1.066 4.830  0.51
25 H -1.564 -0.078 5.316  0.30
26 H -0.395 -2.888 2.604  0.11
27 H -1.607 -3.073 3.880  0.46
28 H 0.654 -3.496 4.743  0.48
29 H -0.028 -2.099 5.550  0.36
30 Br -2.842 -2.514 -0.853  -0.12
31 C -2.220 -1.607 -2.416  -0.25
32 C -2.972 -1.685 -3.577  -0.65
33 C -2.470 -1.013 -4.682  -0.43
34 C -1.266 -0.338 -4.582  -0.57
35 C -0.581 -0.343 -3.371  0.47
36 N -1.077 -0.984 -2.312  0.58
37 C 0.792 0.363 -3.262  0.13
38 O 1.259 0.733 -4.350  -0.84
39 O 1.285 0.467 -2.116  -0.76
40 H -3.903 -2.232 -3.603  0.47
41 H -3.018 -1.025 -5.616  0.41
42 H -0.823 0.190 -5.414  0.54
43 Br -3.618 7.557 -2.187  -0.25
44 C -3.675 5.659 -2.386  0.02
45 C -4.372 5.126 -3.457  -0.33
46 C -4.416 3.746 -3.600  -0.61
47 C -3.782 2.927 -2.677  -0.36
48 C -3.084 3.480 -1.610  -0.03
49 C -3.022 4.860 -1.468  -0.25
50 C -2.379 2.558 -0.612  0.85
51 O -1.533 3.077 0.158  -0.75
52 O -2.707 1.353 -0.669  -0.79
53 H -4.866 5.777 -4.166  0.38
54 H -4.949 3.314 -4.438  0.38
55 H -3.812 1.849 -2.760  0.45
56 H -2.455 5.271 -0.643  0.50
57 C 4.088 -0.681 -2.509  -1.27
58 N 3.898 -1.329 -1.183  -0.33
59 N 2.711 -2.072 -1.097  0.84
60 C 1.980 -1.721 0.026  -0.08
61 O 0.887 -2.191 0.327  -0.54
62 C 2.785 -0.708 0.684  0.01
63 C 3.848 -0.457 -0.101  0.36
64 C 4.884 0.603 0.040  -1.59
65 C 2.516 -3.197 -1.909  0.28
66 C 1.218 -3.611 -2.206  -0.18
67 C 1.028 -4.727 -3.003  -0.76
68 C 2.109 -5.429 -3.520  -0.45
69 C 3.396 -5.009 -3.223  -0.62
70 C 3.607 -3.902 -2.416  -0.29
71 H 4.101 -1.460 -3.266  0.45
72 H 5.061 -0.196 -2.501  0.44
73 H 3.282 0.028 -2.701  0.24
74 H 2.503 -0.210 1.595  0.38
75 H 4.799 1.071 1.018  0.38
76 H 4.735 1.376 -0.717  0.33
77 H 5.887 0.193 -0.077  0.35
78 H 0.382 -3.050 -1.815  0.36
79 H 0.018 -5.041 -3.235  0.40
80 H 1.947 -6.294 -4.150  0.39
81 H 4.249 -5.549 -3.616  0.37
82 H 4.607 -3.578 -2.161  0.49

Output
HOMO energy	-0.2109	Eh
orbital gap	7.68	eV
ΔE to the lowest compared entry with this formula, charge and spin	0.2348	eV
net charge	-1